{"formula": "C24H16CrF5N4O2S", "method": "ωB97M-V/def2-TZVPD", "elements": ["Cr", "O", "C", "C", "C", "C", "C", "C", "C", "N", "N", "C", "O", "C", "C", "C", "C", "C", "C", "H", "H", "H", "H", "H", "H", "H", "H", "H", "H", "F", "C", "C", "F", "C", "F", "C", "S", "C", "F", "C", "F", "C", "N", "C", "C", "N", "C", "H", "H", "H", "H", "H", "H"], "xyz": [[0.0517, -0.2327, 0.0445], [0.2152, -0.2158, -1.7894], [-0.6997, -0.2746, -2.7146], [-0.4489, -0.9247, -3.9318], [-1.4384, -1.0531, -4.8834], [-2.6875, -0.4682, -4.6904], [-2.9383, 0.2317, -3.5327], [-1.9829, 0.3092, -2.5091], [-2.2832, 0.9815, -1.2949], [-1.5232, 0.9343, -0.2342], [-1.8891, 1.7051, 0.7910], [-1.0287, 1.6019, 1.7794], [0.0022, 0.8606, 1.6336], [-1.2570, 2.3559, 3.0148], [-2.2978, 3.2793, 3.1079], [-2.4645, 4.0077, 4.2690], [-1.6073, 3.8232, 5.3432], [-0.5817, 2.8945, 5.2595], [-0.4074, 2.1636, 4.1005], [0.5300, -1.3542, -4.0890], [-1.2356, -1.5957, -5.7920], [-3.4559, -0.5701, -5.4401], [-3.8905, 0.7157, -3.3789], [-3.1845, 1.5855, -1.2319], [-2.9564, 3.4122, 2.2659], [-3.2693, 4.7242, 4.3412], [-1.7392, 4.4039, 6.2438], [0.0765, 2.7407, 6.1011], [0.3775, 1.4283, 4.0140], [5.0186, -3.2841, 3.7318], [3.7969, -2.9326, 3.3066], [3.6255, -1.8813, 2.4132], [4.6883, -1.2092, 1.9479], [2.3573, -1.5403, 1.9710], [2.2767, -0.5137, 1.0703], [1.2003, -2.2160, 2.3878], [-0.3906, -1.8937, 1.8283], [1.4098, -3.2649, 3.3057], [0.3557, -3.9611, 3.7412], [2.6691, -3.6268, 3.7474], [2.8221, -4.6668, 4.5755], [3.2648, -3.5957, -3.2971], [2.2591, -3.2744, -2.3243], [1.0351, -3.8698, -2.2165], [0.3870, -3.2379, -1.1962], [1.1961, -2.2703, -0.6823], [2.3067, -2.3156, -1.3808], [3.3274, -4.6762, -3.4297], [4.2312, -3.2215, -2.9659], [3.0249, -3.1384, -4.2599], [0.7318, -4.6664, -2.8619], [-0.5832, -3.4187, -0.7777], [3.1608, -1.6841, -1.2225]], "forces_ev_per_a": [[1.2, -1.3, 1.7], [0.5, 0.5, 0.3], [-1.2, 0.2, -0.3], [0.1, -0.1, 0.0], [0.2, 0.2, 0.2], [-0.2, 0.1, 0.1], [0.1, -0.1, 0.1], [0.5, -0.5, -0.5], [0.4, 0.2, 0.7], [-0.6, -1.0, -1.5], [-0.7, 1.2, 1.6], [-1.2, 0.1, -1.2], [1.5, 0.2, -0.6], [0.1, 0.2, 0.4], [0.1, -0.1, 0.0], [-0.1, 0.1, 0.0], [0.1, 0.0, 0.0], [-0.1, 0.1, 0.1], [0.0, -0.1, -0.2], [0.1, 0.0, 0.0], [0.0, -0.1, -0.2], [-0.1, 0.0, -0.1], [-0.2, 0.0, 0.0], [0.1, 0.1, 0.1], [-0.1, 0.0, -0.1], [-0.1, 0.1, 0.0], [0.0, 0.0, 0.1], [0.1, 0.0, 0.1], [0.1, 0.0, 0.0], [-0.2, 0.1, -0.1], [-0.3, 0.1, -0.1], [0.0, -0.1, 0.0], [0.0, -0.1, 0.1], [-0.3, -0.3, 0.2], [-0.1, -0.3, 0.3], [1.0, -0.1, 0.1], [-1.1, 0.4, -0.8], [0.1, 0.4, -0.3], [0.1, 0.0, 0.0], [0.3, 0.1, -0.1], [0.0, 0.2, -0.1], [0.3, 0.0, -0.4], [-0.2, 0.1, 0.3], [-0.4, 0.0, 0.1], [0.1, -0.3, -0.1], [0.1, 0.3, 0.0], [0.1, 0.1, 0.2], [0.0, 0.1, 0.1], [0.0, 0.0, 0.0], [0.0, 0.0, 0.0], [0.0, -0.2, -0.1], [-0.2, -0.1, 0.0], [0.1, 0.1, -0.1]], "nbo_charge": [1.201, -0.696, 0.448, -0.291, -0.165, -0.259, -0.133, -0.236, 0.161, -0.316, -0.402, 0.552, -0.655, -0.058, -0.174, -0.222, -0.192, -0.219, -0.179, 0.214, 0.214, 0.218, 0.212, 0.209, 0.233, 0.213, 0.213, 0.215, 0.230, -0.290, 0.245, 0.310, -0.301, 0.285, -0.318, -0.266, -0.128, 0.323, -0.292, 0.275, -0.289, -0.400, -0.330, -0.092, -0.067, -0.519, 0.203, 0.218, 0.222, 0.208, 0.222, 0.235, 0.210], "molar_mass_g_mol": 571.47, "relative_energy_ev": 1.904, "largest_force_ev_per_a": 2.49, "gap_ha": [0.2464, 0.2552], "e_lumo_ev": [-0.86, -0.66], "homo_energy_ev": [-7.57, -7.60], "multiplicity": 2}

{"formula": "C24H16F5N3RuSTe", "method": "ωB97M-V/def2-TZVPD", "elements": ["Ru", "N", "C", "C", "C", "C", "C", "C", "C", "C", "C", "C", "C", "C", "N", "C", "C", "C", "C", "N", "H", "H", "H", "H", "H", "H", "H", "H", "H", "H", "C", "Te", "C", "H", "H", "H", "H", "H", "H", "F", "C", "C", "F", "C", "F", "C", "S", "C", "F", "C", "F"], "xyz": [[1.2316, 0.4789, 0.8975], [-6.2891, 0.2574, -6.1639], [-5.4902, 0.4647, -5.3703], [-4.4544, 0.7030, -4.4102], [-3.4877, -0.3072, -4.2476], [-2.5082, -0.1453, -3.2651], [-2.5448, 0.9575, -2.4221], [-3.4701, 1.9802, -2.6270], [-4.4027, 1.8569, -3.6403], [-1.4169, 1.1180, -1.4166], [-0.1163, 1.2855, -1.9074], [0.2208, 1.8047, -3.1813], [1.5573, 1.9584, -3.2090], [2.0236, 1.4092, -1.9623], [1.0468, 1.0140, -1.1504], [-1.7289, 0.9584, -0.0533], [-3.0220, 0.6469, 0.4315], [-2.9922, 0.7493, 1.7864], [-1.6161, 0.9836, 2.1268], [-0.8245, 1.1130, 1.0354], [-3.4765, -1.0900, -4.9363], [-1.7499, -0.9150, -3.0864], [-3.4923, 2.8481, -1.9792], [-5.1057, 2.6645, -3.8665], [-0.4650, 2.0143, -3.9798], [2.2086, 2.2900, -3.9661], [3.0986, 1.2716, -1.7649], [-3.8848, 0.5143, -0.1956], [-3.7835, 0.7062, 2.4893], [-1.1565, 1.0006, 3.1114], [1.0024, 2.0558, 4.4494], [2.4455, 1.6437, 2.9043], [3.5948, 0.2762, 4.0147], [1.5781, 2.7302, 5.1268], [0.8847, 1.1383, 4.9959], [0.1386, 2.5329, 4.0763], [3.1465, -0.7029, 4.1022], [3.7413, 0.7279, 5.0156], [4.5733, 0.1979, 3.5246], [2.7804, -5.9696, 2.4546], [2.8324, -4.7614, 2.0340], [3.9026, -4.3658, 1.2888], [4.8635, -5.2328, 1.0109], [4.0405, -3.0543, 0.9047], [5.1029, -2.6957, 0.1650], [2.9982, -2.1297, 1.1429], [3.1840, -0.5735, 0.4602], [1.8720, -2.5822, 1.8516], [0.8392, -1.7042, 2.0639], [1.8086, -3.8411, 2.3316], [0.7614, -4.2811, 3.0052]], "forces_ev_per_a": [[-0.5, 0.1, -0.9], [-0.3, -0.1, -0.2], [0.2, 0.4, -0.1], [0.7, -0.8, 0.2], [0.2, 1.9, 1.1], [-0.2, -0.6, -0.1], [0.9, 0.8, 0.1], [-0.1, -0.2, 0.2], [-0.6, 0.5, -0.2], [-0.7, -0.8, 0.2], [-0.8, -0.3, 1.4], [0.0, 0.2, -0.9], [-0.1, -0.8, 1.0], [1.1, -0.2, 0.2], [0.2, 0.6, -0.7], [1.5, 0.0, -0.5], [-1.0, 0.6, 0.7], [0.8, 0.0, -0.4], [1.3, 0.0, -1.0], [-1.2, -0.5, 0.7], [0.0, -1.4, -0.7], [-0.3, 0.2, -0.3], [0.1, 0.1, -0.1], [0.2, -0.3, 0.3], [-0.3, 0.1, 0.0], [0.4, 0.5, -0.8], [-0.7, 0.0, 0.3], [-0.1, -0.1, 0.0], [-0.6, -0.2, 0.4], [-0.3, 0.0, -0.1], [2.5, 0.2, 0.8], [-0.3, 0.7, 0.3], [0.7, 0.1, 0.5], [-0.7, -0.3, -0.5], [-0.6, -0.4, 0.0], [-0.9, 0.4, -0.4], [-0.2, -0.1, 0.0], [-0.1, -0.3, -0.6], [-0.3, 0.0, 0.1], [-0.4, -1.3, 0.5], [-0.6, 1.2, 0.1], [1.6, -0.1, -0.3], [-0.2, 0.1, 0.0], [-0.1, 0.7, -0.9], [-0.8, -0.2, 0.8], [0.6, -0.4, -0.1], [-0.2, 0.4, 0.0], [0.3, 1.2, -0.3], [0.4, -0.4, -0.1], [-0.5, -1.4, 0.2], [-0.1, 0.1, 0.1]], "nbo_charge": [0.711, -0.209, 0.229, -0.121, -0.153, -0.146, -0.125, -0.198, -0.148, 0.130, 0.187, -0.176, -0.222, 0.176, -0.570, 0.170, -0.174, -0.232, 0.169, -0.593, 0.245, 0.219, 0.235, 0.255, 0.268, 0.262, 0.233, 0.267, 0.263, 0.220, -0.841, 0.773, -0.877, 0.263, 0.244, 0.241, 0.242, 0.267, 0.262, -0.222, 0.368, 0.273, -0.247, 0.398, -0.263, -0.399, 0.281, 0.369, -0.320, 0.268, -0.255], "charge": 2, "molar_mass_g_mol": 702.14, "relative_energy_ev": 0.000, "largest_force_ev_per_a": 2.64, "gap_ha": [0.2654, 0.1953], "e_lumo_ev": [-7.34, -9.21], "homo_energy_ev": [-14.56, -14.53], "multiplicity": 5}

{"formula": "C24H17AgIO3", "method": "ωB97M-V/def2-TZVPD", "elements": ["Ag", "I", "C", "C", "C", "C", "C", "C", "C", "C", "C", "C", "H", "H", "H", "H", "H", "H", "O", "C", "C", "O", "O", "C", "C", "C", "C", "C", "C", "C", "C", "C", "C", "C", "C", "H", "H", "H", "H", "H", "H", "H", "H", "H", "H", "H"], "xyz": [[-0.9681, 2.1122, -0.2354], [-1.1208, 5.1021, 0.1510], [0.8550, 4.8689, 0.8129], [1.3326, 5.9102, 1.5553], [2.6747, 5.8980, 1.9987], [3.4881, 4.8632, 1.6551], [3.0054, 3.7796, 0.8762], [3.8817, 2.7283, 0.5067], [3.4173, 1.6924, -0.2454], [2.0530, 1.6409, -0.6224], [1.1351, 2.6089, -0.2877], [1.6420, 3.7280, 0.4513], [0.6920, 6.7467, 1.7969], [3.0473, 6.7222, 2.5947], [4.5270, 4.8518, 1.9684], [4.9155, 2.7691, 0.8334], [4.0854, 0.8863, -0.5309], [1.7222, 0.7654, -1.1736], [-1.0939, -0.3186, -1.3008], [-1.5225, -1.2806, -0.3330], [-2.0849, -0.5276, 0.9151], [-2.2629, -1.2428, 1.9027], [-2.3560, 0.7006, 0.7853], [-2.6629, -2.1281, -0.8936], [-3.1567, -3.2110, -0.1649], [-4.2060, -3.9714, -0.6537], [-4.7887, -3.6613, -1.8792], [-4.3114, -2.5800, -2.6008], [-3.2553, -1.8164, -2.1089], [-0.2867, -2.0900, 0.0451], [-0.0135, -3.3437, -0.4844], [1.1952, -3.9820, -0.2133], [2.1435, -3.3642, 0.5846], [1.8810, -2.1013, 1.1094], [0.6784, -1.4738, 0.8420], [-0.5354, -0.7719, -1.9422], [-2.7193, -3.4291, 0.8007], [-4.5775, -4.8065, -0.0720], [-5.6116, -4.2542, -2.2594], [-4.7643, -2.3184, -3.5497], [-2.8974, -0.9591, -2.6627], [-0.7495, -3.8339, -1.1097], [1.3906, -4.9630, -0.6295], [3.0837, -3.8583, 0.7978], [2.6171, -1.6013, 1.7270], [0.4818, -0.4864, 1.2432]], "forces_ev_per_a": [[0.3, -0.4, 0.2], [-0.2, 0.1, 0.0], [0.1, -0.1, 0.0], [0.2, 0.0, 0.0], [-0.1, 0.1, 0.0], [0.0, -0.1, 0.0], [0.0, 0.0, 0.0], [0.0, 0.1, 0.0], [-0.1, 0.0, -0.1], [0.2, -0.1, 0.0], [-0.3, 0.3, 0.2], [0.1, 0.2, 0.0], [0.0, 0.0, 0.0], [0.0, 0.0, 0.0], [0.0, 0.0, 0.0], [0.0, 0.0, 0.0], [0.0, 0.0, 0.0], [0.0, 0.0, 0.0], [-0.1, 0.0, -0.2], [0.1, -0.2, -0.3], [-0.2, 0.2, 0.2], [0.0, 0.1, -0.1], [0.0, -0.1, -0.1], [0.1, 0.0, 0.1], [0.0, 0.0, 0.0], [0.0, 0.0, 0.0], [0.0, 0.0, 0.0], [0.0, 0.0, 0.0], [0.0, 0.0, -0.1], [0.0, 0.1, 0.0], [0.0, 0.0, 0.0], [0.0, 0.1, 0.0], [0.0, 0.0, 0.0], [0.0, 0.0, 0.0], [0.0, 0.0, 0.0], [0.0, 0.0, 0.0], [0.0, 0.0, 0.0], [0.0, 0.0, 0.0], [0.0, 0.0, 0.0], [0.0, 0.0, 0.0], [0.0, 0.0, 0.0], [0.0, 0.0, 0.0], [0.0, 0.0, 0.0], [0.0, 0.0, 0.0], [0.0, 0.0, 0.0], [0.0, 0.0, 0.0]], "nbo_charge": [0.726, 0.116, -0.095, -0.279, -0.230, -0.206, 0.024, -0.261, -0.211, -0.286, -0.388, -0.180, 0.215, 0.203, 0.196, 0.194, 0.198, 0.196, -0.721, 0.080, 0.773, -0.710, -0.802, -0.043, -0.139, -0.240, -0.232, -0.221, -0.211, -0.034, -0.172, -0.242, -0.226, -0.214, -0.173, 0.473, 0.235, 0.202, 0.200, 0.201, 0.225, 0.209, 0.201, 0.201, 0.211, 0.235], "charge": -1, "molar_mass_g_mol": 588.17, "largest_force_ev_per_a": 0.54, "gap_ha": 0.2594, "e_lumo_ev": 2.57, "homo_energy_ev": -4.48, "multiplicity": 1}

{"formula": "C24H17Br4Cl2GeO2Pd", "method": "ωB97M-V/def2-TZVPD", "elements": ["Pd", "Br", "C", "C", "Br", "C", "Br", "C", "O", "C", "O", "C", "Br", "C", "Ge", "C", "C", "C", "C", "C", "C", "C", "C", "C", "C", "C", "C", "C", "C", "C", "C", "H", "H", "H", "H", "H", "H", "H", "H", "H", "H", "H", "H", "H", "H", "H", "Cl", "C", "Cl", "H", "H"], "xyz": [[1.4353, 0.7145, 0.1262], [5.0822, 6.8696, 0.1254], [4.6424, 5.0226, 0.1546], [5.6314, 4.0651, 0.2074], [7.4675, 4.5509, 0.2214], [5.2579, 2.7028, 0.2584], [6.5682, 1.3225, 0.3072], [3.9314, 2.2615, 0.2705], [3.6045, 1.0175, 0.3322], [2.8789, 3.2772, 0.1924], [1.6479, 2.9121, 0.1722], [3.2887, 4.6188, 0.1414], [1.8795, 5.8878, 0.0295], [-1.9155, 2.4226, -0.2034], [-0.9620, 0.6993, -0.0217], [-1.8011, 0.0312, 1.6999], [-3.1833, -0.1028, 1.8658], [-3.7418, -0.5720, 3.0504], [-2.9184, -0.9266, 4.1138], [-1.5413, -0.7989, 3.9785], [-0.9964, -0.3243, 2.7870], [-2.0229, -0.4514, -1.3158], [-2.8211, 0.1538, -2.2562], [-3.4372, -0.5636, -3.3170], [-3.2388, -1.9033, -3.4505], [-2.4322, -2.5952, -2.5068], [-2.1918, -3.9895, -2.6293], [-1.4019, -4.6469, -1.7304], [-0.8428, -3.9426, -0.6373], [-1.0747, -2.6052, -0.4897], [-1.8470, -1.8744, -1.4357], [-2.9995, 2.2961, -0.1137], [-1.6827, 2.9115, -1.1524], [-1.5596, 3.0793, 0.5930], [-3.8424, 0.1600, 1.0412], [-4.8188, -0.6642, 3.1461], [-3.3472, -1.2984, 5.0379], [-0.8900, -1.0705, 4.8027], [0.0785, -0.2196, 2.6880], [-2.9790, 1.2254, -2.2065], [-4.0551, -0.0327, -4.0339], [-3.6784, -2.4566, -4.2744], [-2.6484, -4.5239, -3.4568], [-1.2023, -5.7057, -1.8502], [-0.2193, -4.4636, 0.0796], [-0.6676, -2.0755, 0.3637], [4.3590, -3.7060, -0.4219], [4.0169, -1.9725, -0.1064], [2.2947, -1.5953, -0.2384], [4.5518, -1.3792, -0.8355], [4.3439, -1.7418, 0.8979]], "forces_ev_per_a": [[0.1, 0.8, -0.1], [0.0, 0.0, 0.0], [-0.2, -0.1, 0.0], [-0.1, -0.1, 0.0], [0.0, 0.0, 0.0], [-0.1, 0.1, 0.0], [0.1, 0.0, 0.0], [0.2, 0.2, 0.0], [0.0, -0.1, 0.0], [0.0, 0.0, 0.0], [0.2, 0.2, 0.0], [0.1, 0.0, 0.0], [0.0, 0.0, 0.0], [0.0, 0.2, 0.0], [-0.2, -0.6, 0.3], [-0.1, 0.0, 0.1], [0.0, 0.0, 0.0], [0.1, 0.0, 0.0], [0.0, 0.0, -0.1], [0.0, 0.0, -0.1], [-0.2, 0.0, 0.0], [0.1, 0.0, -0.2], [-0.1, -0.1, -0.1], [0.1, 0.1, 0.2], [0.1, -0.1, 0.1], [0.0, 0.0, -0.1], [0.0, 0.1, 0.0], [0.0, 0.1, 0.1], [0.0, -0.1, -0.1], [0.0, 0.1, -0.1], [0.0, 0.0, 0.2], [0.0, 0.1, 0.0], [0.0, 0.0, 0.0], [0.0, 0.0, 0.0], [0.0, 0.0, 0.0], [0.0, 0.0, 0.0], [0.0, 0.0, 0.0], [0.0, 0.0, 0.0], [0.1, 0.0, 0.0], [0.0, 0.0, 0.0], [0.0, 0.0, 0.0], [0.0, 0.0, 0.0], [0.0, 0.0, 0.0], [0.0, 0.0, 0.0], [0.0, 0.0, 0.0], [0.1, 0.0, -0.1], [0.0, 0.1, 0.0], [0.0, 0.2, 0.0], [-0.1, -1.0, -0.2], [0.0, 0.0, 0.0], [0.0, 0.0, 0.0]], "nbo_charge": [0.415, 0.012, -0.175, -0.188, 0.010, -0.213, -0.014, 0.264, -0.815, 0.368, -0.782, -0.253, 0.004, -1.082, 0.867, -0.398, -0.158, -0.257, -0.248, -0.232, -0.220, -0.343, -0.253, -0.216, -0.219, -0.085, -0.212, -0.215, -0.239, -0.175, 0.005, 0.191, 0.218, 0.237, 0.188, 0.188, 0.188, 0.193, 0.222, 0.205, 0.191, 0.187, 0.190, 0.192, 0.206, 0.235, -0.097, -0.376, 0.027, 0.237, 0.229], "charge": -2, "molar_mass_g_mol": 906.95, "relative_energy_ev": 0.193, "largest_force_ev_per_a": 1.02, "gap_ha": [0.1928, 0.1965], "e_lumo_ev": [4.19, 4.17], "homo_energy_ev": [-1.06, -1.18], "multiplicity": 2}

> The lowest multiplicity belongs to which entry?

C24H17AgIO3

> Look up the multiplicity of the fourth one.

2

> Look up the multiplicity of the third one.

1